{"formula": "C33H92F6N8O9P", "method": "ωB97M-V/def2-TZVPD", "species": ["P", "F", "F", "F", "F", "F", "F", "C", "C", "C", "O", "C", "N", "H", "H", "H", "H", "H", "H", "H", "H", "H", "H", "H", "C", "C", "C", "O", "C", "N", "H", "H", "H", "H", "H", "H", "H", "H", "H", "H", "H", "C", "C", "C", "O", "C", "N", "H", "H", "H", "H", "H", "H", "H", "H", "H", "H", "H", "C", "C", "C", "O", "C", "N", "H", "H", "H", "H", "H", "H", "H", "H", "H", "H", "H", "C", "C", "C", "O", "C", "N", "H", "H", "H", "H", "H", "H", "H", "H", "H", "H", "H", "C", "C", "C", "O", "C", "N", "H", "H", "H", "H", "H", "H", "H", "H", "H", "H", "H", "C", "C", "C", "O", "C", "N", "H", "H", "H", "H", "H", "H", "H", "H", "H", "H", "H", "C", "C", "C", "O", "C", "N", "H", "H", "H", "H", "H", "H", "H", "H", "H", "H", "H", "C", "O", "H", "H", "H", "H"], "coordinates": [[-0.2367, -0.2878, 0.6208], [1.1916, -0.8282, 1.1925], [-0.8749, -0.6447, 2.0421], [0.2544, 1.2015, 1.0452], [-1.6467, 0.2928, 0.0666], [0.3688, 0.0590, -0.8701], [-0.5789, -1.7596, 0.0651], [7.5752, -0.8990, 3.2724], [7.3527, 0.6179, 3.2252], [5.9104, 1.0653, 3.1659], [5.1673, 0.2154, 2.3626], [3.8392, 0.6672, 2.2044], [8.0616, 1.3553, 4.2553], [8.6579, -1.0608, 3.2619], [7.1616, -1.4374, 2.4226], [7.1825, -1.3312, 4.1988], [7.6801, 0.8416, 2.1986], [5.9672, 2.1468, 2.9320], [5.3673, 1.1524, 4.1311], [3.3929, 0.0150, 1.4606], [3.8049, 1.6969, 1.8141], [3.2654, 0.7095, 3.1375], [8.9969, 0.9943, 4.3899], [7.5595, 1.2288, 5.1281], [-3.9076, 1.5598, -2.3382], [-5.4275, 1.6572, -2.2503], [-6.0409, 1.9504, -3.6298], [-5.3464, 2.9999, -4.2676], [-6.1096, 3.7514, -5.1841], [-5.9836, 0.4320, -1.6888], [-3.5262, 1.7351, -1.3291], [-3.4537, 2.2886, -3.0020], [-3.5793, 0.5592, -2.6263], [-5.7306, 2.4651, -1.5798], [-7.1014, 2.2129, -3.5209], [-5.9558, 1.0260, -4.2223], [-7.1597, 3.8544, -4.8938], [-6.0251, 3.2650, -6.1639], [-5.6874, 4.7537, -5.2558], [-6.9926, 0.5173, -1.6099], [-5.8217, -0.3918, -2.2615], [1.0908, -5.7601, 0.0215], [0.0617, -5.2631, -0.9974], [-0.5417, -6.5115, -1.6334], [-1.6238, -6.2088, -2.4653], [-2.2277, -7.3753, -2.9408], [-1.0418, -4.5266, -0.3956], [1.6213, -6.6278, -0.3968], [0.6158, -6.1756, 0.9159], [1.8057, -5.0119, 0.3557], [0.5044, -4.6573, -1.7895], [-0.9182, -7.1169, -0.7820], [0.1709, -7.1692, -2.1538], [-1.5431, -7.9220, -3.6037], [-3.1551, -7.1577, -3.4714], [-2.5380, -8.0140, -2.0970], [-1.3900, -5.0665, 0.3974], [-0.7253, -3.6640, 0.0499], [2.7232, 2.7261, 7.2952], [3.0194, 2.6656, 5.7972], [1.9037, 3.2439, 4.9171], [0.6911, 2.5616, 5.0984], [0.6515, 1.3410, 4.3619], [4.2846, 3.3204, 5.5254], [1.6490, 2.6220, 7.4570], [2.8730, 3.7371, 7.6984], [3.3749, 2.0214, 7.8047], [3.0511, 1.5837, 5.5767], [2.3077, 3.2341, 3.8963], [1.7833, 4.2826, 5.2433], [-0.4169, 1.2024, 4.1735], [1.1477, 0.5288, 4.8820], [0.9430, 1.4778, 3.3142], [4.7500, 3.0444, 4.6729], [4.9725, 3.2566, 6.2615], [4.4570, -2.8388, -1.8906], [3.5233, -1.8380, -1.2128], [3.2728, -0.5639, -2.0032], [4.5384, -0.0389, -2.3816], [4.4616, 1.2768, -2.8616], [2.2560, -2.5507, -0.9882], [4.5387, -3.7129, -1.2381], [5.4498, -2.4378, -2.0888], [4.0295, -3.1941, -2.8313], [3.9773, -1.5279, -0.2581], [2.7956, 0.1219, -1.2933], [2.6665, -0.7356, -2.8977], [3.8783, 1.3625, -3.7800], [5.4699, 1.6775, -3.0115], [4.1174, 1.9311, -2.0448], [2.4204, -3.3484, -0.3833], [1.6399, -1.9716, -0.4129], [-4.5008, -1.1159, 1.4216], [-4.1070, -2.1434, 0.3563], [-5.2819, -3.0173, -0.0190], [-4.8832, -3.9860, -0.9720], [-5.7441, -5.0844, -1.0285], [-3.6105, -1.4792, -0.8591], [-5.2956, -0.4862, 1.0241], [-3.6087, -0.6002, 1.7747], [-4.8689, -1.5965, 2.3418], [-3.3337, -2.8013, 0.7645], [-6.0962, -2.4513, -0.5148], [-5.7666, -3.4246, 0.8837], [-5.3191, -5.7606, -1.7751], [-6.7587, -4.8094, -1.3469], [-5.7423, -5.6461, -0.0845], [-2.7938, -0.9114, -0.6136], [-4.3116, -0.7417, -0.9881], [0.0560, -0.1308, -4.2866], [-0.7908, -1.3521, -3.9760], [-0.9161, -2.2180, -5.2168], [-1.5061, -3.4453, -4.9052], [-1.8804, -4.1934, -6.0350], [-0.3252, -2.1278, -2.8262], [0.2712, 0.4886, -3.4126], [-0.4175, 0.5862, -4.9704], [1.0248, -0.4190, -4.7111], [-1.7978, -1.0217, -3.6874], [0.0942, -2.3375, -5.6569], [-1.5071, -1.6779, -5.9751], [-0.9589, -4.6078, -6.4712], [-2.4439, -3.5937, -6.7594], [-2.4979, -5.0304, -5.7122], [0.4704, -2.6911, -3.1363], [0.1273, -1.5067, -2.1685], [-1.0300, 3.9515, 2.1719], [-0.4805, 5.1919, 2.8550], [-0.8907, 6.4419, 2.0876], [-2.2715, 6.6019, 2.0346], [-2.6680, 7.9040, 1.6954], [-0.8684, 5.2365, 4.2671], [-2.0890, 3.7922, 2.3809], [-0.6019, 3.0687, 2.6567], [-0.7666, 3.9163, 1.1187], [0.6144, 5.1712, 2.7022], [-0.4039, 6.3514, 1.1019], [-0.3779, 7.3093, 2.5453], [-3.7251, 7.9161, 1.4491], [-2.0586, 8.3451, 0.8945], [-2.4985, 8.5870, 2.5464], [-0.4513, 4.4332, 4.7390], [-0.3127, 6.0097, 4.6377], [2.0226, 3.6527, -0.8848], [1.4718, 2.6119, -1.6661], [1.3857, 4.0881, -0.1079], [2.9064, 3.2707, -0.3552], [2.3135, 4.4534, -1.5656], [0.8624, 2.1499, -1.0736]], "lowdin_charge": [0.210, -0.166, -0.127, -0.160, -0.158, -0.179, -0.152, -0.064, -0.449, -0.267, -0.160, -0.079, 0.041, 0.069, 0.074, 0.079, 0.141, 0.127, 0.108, 0.068, 0.092, 0.075, 0.065, 0.069, -0.043, -0.418, -0.215, -0.196, -0.114, 0.028, 0.078, 0.075, 0.067, 0.139, 0.113, 0.129, 0.079, 0.086, 0.083, 0.076, 0.078, -0.069, -0.423, -0.247, -0.169, -0.137, 0.068, 0.072, 0.074, 0.050, 0.120, 0.122, 0.122, 0.084, 0.079, 0.084, 0.073, 0.046, -0.058, -0.458, -0.227, -0.203, -0.092, 0.050, 0.078, 0.079, 0.074, 0.118, 0.122, 0.123, 0.093, 0.092, 0.063, 0.039, 0.068, -0.061, -0.418, -0.186, -0.192, -0.114, 0.068, 0.070, 0.069, 0.079, 0.128, 0.110, 0.120, 0.092, 0.081, 0.072, 0.045, 0.031, -0.062, -0.422, -0.230, -0.176, -0.138, 0.072, 0.066, 0.061, 0.070, 0.132, 0.121, 0.119, 0.079, 0.082, 0.084, 0.029, 0.010, -0.070, -0.428, -0.238, -0.173, -0.116, 0.080, 0.060, 0.075, 0.069, 0.127, 0.126, 0.123, 0.087, 0.081, 0.079, 0.064, 0.012, -0.048, -0.450, -0.249, -0.161, -0.122, 0.061, 0.092, 0.049, 0.073, 0.129, 0.125, 0.122, 0.084, 0.085, 0.086, 0.043, 0.071, -0.168, -0.128, 0.061, 0.063, 0.076, 0.042], "gap_ev": 8.0, "e_above_lowest_kcal_mol": 0.0, "e_homo_ev": -5.68, "total_charge": -1}